(1)
This record from OMol25 describes a structure of composition C40H30F6N3O15S2W. The level of theory is wB97M-V/def2-TZVPD.

CARTESIAN COORDINATES (ANGSTROEM)
1 W 0.755 -0.943 -0.221
2 C -3.327 4.630 0.500
3 C -2.303 3.709 1.099
4 C -1.817 4.126 2.465
5 O -1.204 3.605 0.193
6 C -0.732 2.286 0.245
7 C -1.993 1.469 0.508
8 O -2.851 2.372 1.158
9 C -1.762 0.230 1.406
10 O -0.767 -0.535 0.613
11 C -2.961 -0.681 1.502
12 C -4.190 -0.302 0.973
13 C -5.274 -1.169 1.057
14 C -5.130 -2.409 1.655
15 C -3.901 -2.787 2.189
16 C -2.824 -1.924 2.116
17 C -1.168 0.580 2.753
18 C -2.062 0.895 3.773
19 C -1.591 1.280 5.019
20 C -0.227 1.349 5.266
21 C 0.670 1.036 4.255
22 C 0.193 0.657 3.011
23 C 0.037 2.039 -1.068
24 O 0.576 0.665 -0.979
25 C 1.282 2.906 -1.104
26 C 2.256 2.681 -0.135
27 C 3.418 3.431 -0.095
28 C 3.622 4.435 -1.033
29 C 2.659 4.669 -2.000
30 C 1.497 3.908 -2.041
31 C -0.871 2.076 -2.290
32 C -1.264 0.919 -2.953
33 C -2.154 0.964 -4.015
34 C -2.675 2.175 -4.440
35 C -2.302 3.336 -3.781
36 C -1.416 3.291 -2.714
37 H -2.901 5.625 0.370
38 H -4.191 4.703 1.160
39 H -3.647 4.246 -0.469
40 H -1.412 5.136 2.416
41 H -1.040 3.450 2.828
42 H -2.647 4.109 3.173
43 H -0.017 2.167 1.068
44 H -2.430 1.122 -0.436
45 H -4.323 0.669 0.521
46 H -6.231 -0.869 0.651
47 H -5.975 -3.083 1.712
48 H -3.791 -3.750 2.669
49 H -1.871 -2.205 2.557
50 H -3.127 0.843 3.589
51 H -2.297 1.520 5.804
52 H 0.139 1.642 6.242
53 H 1.736 1.082 4.434
54 H 0.928 0.434 2.250
55 H 2.129 1.908 0.619
56 H 4.164 3.228 0.664
57 H 4.530 5.024 -1.012
58 H 2.806 5.446 -2.739
59 H 0.788 4.101 -2.829
60 H -0.880 -0.049 -2.674
61 H -2.437 0.044 -4.510
62 H -3.366 2.213 -5.272
63 H -2.702 4.292 -4.095
64 H -1.184 4.207 -2.194
65 F 0.929 -3.773 -5.036
66 C 0.729 -2.632 -4.418
67 F -0.566 -2.429 -4.224
68 F 1.244 -1.631 -5.097
69 S 1.559 -2.781 -2.742
70 O 0.617 -1.780 -1.978
71 O 1.456 -4.145 -2.392
72 N 2.926 -2.091 -2.918
73 S 3.538 -0.886 -2.096
74 O 4.916 -0.993 -1.820
75 O 2.686 -0.482 -0.930
76 C 3.306 0.528 -3.229
77 F 3.927 0.228 -4.350
78 F 2.014 0.724 -3.447
79 F 3.840 1.578 -2.644
80 O 1.176 -1.846 1.550
81 C 0.728 -3.008 1.085
82 O -0.145 -2.918 0.188
83 C 1.570 -4.175 1.255
84 C 1.408 -5.336 1.964
85 C 2.389 -6.294 1.794
86 C 3.453 -6.106 0.938
87 C 3.567 -4.932 0.217
88 C 2.617 -3.911 0.334
89 O 2.562 -2.800 -0.327
90 N 4.716 -4.812 -0.697
91 O 5.419 -5.789 -0.844
92 O 4.957 -3.704 -1.126
93 N 2.276 -7.562 2.532
94 O 3.149 -8.383 2.373
95 O 1.310 -7.694 3.255
96 H 0.577 -5.515 2.631
97 H 4.196 -6.879 0.813

Computed properties:
Relative energy (zero: lowest compared OMol25 entry of this formula, charge and spin) ... 2.181 eV
Total energy ... -116936.39915 eV
Gap between HOMO and LUMO ... 0.1903 Ha
Charge ... +1

(2)
This record from OMol25 describes a cluster of 2 separate species, C5H10O2 in total. The level of theory is wB97M-V/def2-TZVPD.

CARTESIAN COORDINATES (ANGSTROEM)
1 C -0.919 1.792 -3.186
2 C -1.062 1.756 -1.802
3 C -0.634 0.620 -0.951
4 C 0.279 0.473 0.140
5 C 0.260 -0.792 1.096
6 O 1.165 1.401 0.493
7 H -1.441 2.523 -3.861
8 H -0.145 1.111 -3.654
9 H -2.008 2.175 -1.604
10 H -0.850 -0.357 -1.378
11 H 1.397 -0.948 1.134
12 H -0.201 -1.655 0.717
13 H -0.076 -0.440 2.003
14 H 1.129 2.070 -0.231
15 O 0.714 -3.367 3.391
16 H 0.750 -3.320 4.399
17 H 1.641 -3.041 3.297

Computed properties:
SMILES string ... C=C/C=C(/C)O.O
Relative energy (zero: lowest compared OMol25 entry of this formula, charge and spin) ... 3.949 eV
Total energy ... -9439.09394 eV
Gap between HOMO and LUMO ... 0.3214 Ha
Charge ... 0

(3)
This record from OMol25 describes a structure of composition C7H8AuN2O5. The level of theory is wB97M-V/def2-TZVPD.

CARTESIAN COORDINATES (ANGSTROEM)
1 Au 0.000 -0.012 -1.086
2 C -0.002 1.068 0.885
3 O -0.004 1.991 1.701
4 C -0.004 1.866 -1.797
5 O -0.006 2.907 -2.238
6 C -1.991 -0.003 -0.901
7 O -3.127 0.030 -0.879
8 C 1.991 0.005 -0.902
9 O 3.127 0.043 -0.879
10 C 0.003 -1.704 -2.508
11 H 0.949 -2.216 -2.331
12 H -0.940 -2.220 -2.331
13 C 0.001 -0.452 -3.201
14 H -0.939 -0.038 -3.565
15 H 0.940 -0.034 -3.565
16 N 1.182 -0.095 3.144
17 C 0.000 -0.145 2.615
18 N -1.181 -0.103 3.143
19 O 0.001 -0.342 1.233
20 H 1.213 -0.180 4.140
21 H 2.042 -0.082 2.592
22 H -2.041 -0.097 2.590
23 H -1.213 -0.189 4.139

Computed properties:
Multiplicity ... 3
Relative energy (zero: lowest compared OMol25 entry of this formula, charge and spin) ... 1.600 eV
Total energy ... -24258.75694 eV
Gap between HOMO and LUMO (alpha / beta) ... 0.3053 / 0.2515 Ha
Expectation value of S² ... 2.0109
Charge ... +3

(4)
This record from OMol25 describes a structure of composition C43H38F9N5O8TeTi. The level of theory is wB97M-V/def2-TZVPD.

CARTESIAN COORDINATES (ANGSTROEM)
1 Ti -1.133 0.317 -0.278
2 O -4.402 1.983 -1.824
3 C -4.148 3.370 -1.781
4 C -2.722 3.753 -2.148
5 N -1.696 3.250 -1.246
6 C -0.357 3.528 -1.739
7 C 0.457 2.279 -2.086
8 O 1.452 2.417 -2.785
9 O 0.027 1.143 -1.636
10 C -1.932 3.623 0.137
11 C -2.805 2.588 0.861
12 O -3.556 2.951 1.754
13 O -2.668 1.367 0.432
14 H -3.920 1.583 -1.080
15 H -4.412 3.786 -0.801
16 H -4.808 3.828 -2.523
17 H -2.694 4.860 -2.193
18 H -2.512 3.363 -3.148
19 H 0.240 4.052 -0.996
20 H -0.379 4.156 -2.632
21 H -2.385 4.618 0.241
22 H -0.986 3.624 0.667
23 C 4.431 0.223 4.209
24 C 3.320 0.500 3.225
25 C 2.821 1.784 3.062
26 C 1.742 2.018 2.200
27 C 1.240 3.414 2.071
28 O 1.514 4.104 1.119
29 C 0.395 3.960 3.180
30 C 0.110 5.323 3.217
31 C -0.724 5.842 4.193
32 C -1.295 4.995 5.137
33 C -1.025 3.636 5.097
34 C -0.179 3.119 4.126
35 C 1.116 0.984 1.501
36 O -0.051 1.197 0.909
37 C 1.725 -0.321 1.532
38 C 2.778 -0.520 2.465
39 C 1.279 -1.381 0.683
40 N 0.229 -1.252 -0.175
41 C -0.001 -2.372 -1.093
42 C 1.026 -2.605 -2.233
43 Te 2.059 -0.830 -2.871
44 C 3.711 -1.906 -3.711
45 C 3.946 -3.278 -3.679
46 C 5.102 -3.820 -4.234
47 C 6.050 -3.005 -4.835
48 C 5.831 -1.630 -4.874
49 C 4.680 -1.095 -4.319
50 C 2.107 -2.627 0.672
51 C 3.440 -2.561 0.243
52 C 4.225 -3.700 0.148
53 C 3.702 -4.942 0.494
54 C 2.394 -5.019 0.949
55 C 1.605 -3.876 1.038
56 H 4.833 1.156 4.610
57 H 5.248 -0.332 3.741
58 H 4.072 -0.376 5.051
59 H 3.250 2.616 3.617
60 H 0.552 5.953 2.455
61 H -0.941 6.903 4.214
62 H -1.967 5.395 5.887
63 H -1.492 2.973 5.815
64 H 0.019 2.055 4.071
65 H 3.169 -1.521 2.596
66 H -0.972 -2.203 -1.542
67 H -0.067 -3.311 -0.537
68 H 0.506 -3.009 -3.102
69 H 1.792 -3.314 -1.916
70 H 3.231 -3.944 -3.212
71 H 5.259 -4.892 -4.194
72 H 6.949 -3.432 -5.262
73 H 6.561 -0.976 -5.338
74 H 4.515 -0.021 -4.346
75 H 3.844 -1.597 -0.039
76 H 5.244 -3.616 -0.216
77 H 4.309 -5.836 0.408
78 H 1.979 -5.980 1.239
79 H 0.588 -3.958 1.401
80 N -5.157 -2.212 -2.980
81 C -3.988 -1.470 -3.133
82 C -3.359 -0.923 -2.019
83 N -2.234 -0.217 -2.099
84 C -1.796 -0.009 -3.357
85 C -2.439 -0.542 -4.450
86 N -3.534 -1.306 -4.369
87 H -5.254 -2.659 -2.081
88 H -5.324 -2.820 -3.764
89 H -3.764 -1.076 -1.030
90 H -0.898 0.570 -3.489
91 H -2.047 -0.368 -5.445
92 F -2.253 -3.823 0.824
93 C -3.298 -3.174 1.358
94 F -4.306 -3.268 0.457
95 F -3.670 -3.878 2.447
96 C -2.941 -1.669 1.620
97 O -2.302 -1.233 0.533
98 C -2.049 -1.605 2.909
99 F -1.051 -2.508 2.841
100 F -2.731 -1.879 4.047
101 F -1.503 -0.404 3.049
102 C -4.303 -0.917 1.944
103 F -4.137 0.143 2.728
104 F -4.914 -0.545 0.821
105 F -5.188 -1.735 2.596

Computed properties:
Multiplicity ... 3
Relative energy (zero: lowest compared OMol25 entry of this formula, charge and spin) ... 0.863 eV
Total energy ... -123911.81087 eV
Gap between HOMO and LUMO (alpha / beta) ... 0.1394 / 0.2390 Ha
Expectation value of S² ... 2.0300
Charge ... -2

(5)
This record from OMol25 describes a cluster of 2 separate species, C23H42Br2Cl2N3O3S2 in total. The level of theory is wB97M-V/def2-TZVPD.

CARTESIAN COORDINATES (ANGSTROEM)
1 C -3.013 -2.999 -0.123
2 C -1.668 -2.282 -0.262
3 C -1.326 -1.484 1.002
4 C 0.127 -1.135 1.434
5 C 1.134 -2.274 1.129
6 C 0.651 0.379 1.293
7 C -0.518 1.249 1.811
8 C -1.196 0.858 3.142
9 N -1.783 2.057 3.756
10 C 2.032 0.312 2.063
11 C 2.702 1.285 3.118
12 Br 1.534 2.529 4.048
13 C 3.472 0.545 4.269
14 C 3.620 -0.971 4.311
15 Br 5.249 1.356 4.429
16 C 2.987 0.239 0.908
17 S 4.685 -0.179 1.103
18 N 2.510 0.540 -0.259
19 C 3.445 0.539 -1.449
20 C 2.974 0.817 -2.853
21 N 3.252 -0.066 -3.701
22 C 1.060 0.913 -0.152
23 C 0.126 0.369 -1.294
24 Cl 0.849 -1.128 -1.889
25 C -0.415 1.305 -2.442
26 C -1.950 1.394 -2.361
27 Cl -0.007 0.782 -4.105
28 S 1.329 2.807 -0.153
29 C -0.197 3.707 -0.144
30 O 2.010 3.064 -1.396
31 O 2.036 3.081 1.063
32 H -3.714 -2.407 0.469
33 H -3.451 -3.123 -1.113
34 H -2.912 -3.986 0.330
35 H -1.783 -1.608 -1.115
36 H -0.893 -2.998 -0.525
37 H -1.952 -0.592 0.978
38 H -1.736 -2.063 1.838
39 H 0.065 -1.157 2.525
40 H 0.602 -3.184 0.863
41 H 1.715 -2.526 2.022
42 H 1.847 -2.056 0.338
43 H -0.248 2.293 1.923
44 H -1.279 1.196 1.025
45 H -1.966 0.104 2.970
46 H -0.462 0.432 3.824
47 H -1.879 1.921 4.754
48 H -2.728 2.187 3.413
49 H 2.081 -0.658 2.542
50 H 3.375 1.957 2.603
51 H 3.017 0.836 5.208
52 H 4.425 -1.350 3.685
53 H 2.692 -1.491 4.060
54 H 3.853 -1.259 5.336
55 H 4.356 -1.403 1.545
56 H 3.898 -0.450 -1.477
57 H 4.202 1.283 -1.200
58 H 2.570 1.792 -3.098
59 H 3.023 0.250 -4.642
60 H -0.779 0.073 -0.770
61 H 0.042 2.282 -2.395
62 H -2.282 2.160 -1.662
63 H -2.390 0.431 -2.092
64 H -2.357 1.661 -3.334
65 H -0.100 4.400 0.692
66 H -0.263 4.246 -1.086
67 H -1.053 3.067 0.022
68 C -5.480 -2.216 -4.084
69 C -4.128 -1.574 -3.912
70 O -3.751 -1.168 -2.835
71 C -3.267 -1.462 -5.145
72 H -6.004 -2.240 -3.132
73 H -6.069 -1.656 -4.812
74 H -5.364 -3.232 -4.466
75 H -3.783 -0.877 -5.908
76 H -3.081 -2.454 -5.561
77 H -2.320 -0.988 -4.897

Computed properties:
Total energy ... -221936.56715 eV
Gap between HOMO and LUMO ... 0.2987 Ha
Charge ... +1

(6)
This record from OMol25 describes a cluster of 11 separate species, C5H30O11S2 in total. The level of theory is wB97M-V/def2-TZVPD.

CARTESIAN COORDINATES (ANGSTROEM)
1 C 3.163 1.343 0.071
2 C 2.245 2.584 0.233
3 S 1.895 3.026 1.965
4 S 1.150 1.479 2.977
5 C -0.625 1.206 2.557
6 C -0.885 -0.289 2.580
7 C -2.380 -0.597 2.475
8 O -3.190 0.193 2.083
9 H 2.720 0.433 0.445
10 H 4.134 1.491 0.592
11 H 3.433 1.211 -0.987
12 H 2.717 3.450 -0.220
13 H 1.347 2.388 -0.260
14 H -1.220 1.700 3.288
15 H -0.871 1.578 1.532
16 H -0.459 -0.817 3.503
17 H -0.425 -0.777 1.692
18 H -2.715 -1.605 2.799
19 O 1.723 -1.899 1.218
20 H 1.940 -1.163 1.721
21 H 1.946 -1.692 0.254
22 O -0.264 -3.636 0.643
23 H 0.492 -3.101 1.080
24 H -1.017 -3.042 0.662
25 O 2.271 -1.500 -1.370
26 H 3.028 -2.004 -1.615
27 H 1.503 -2.096 -1.634
28 O 0.288 -3.057 -1.909
29 H 0.098 -3.456 -1.015
30 H -0.449 -2.462 -2.088
31 O -2.299 -1.885 0.453
32 H -2.113 -1.574 -0.441
33 H -3.150 -2.234 0.329
34 O -2.985 2.538 0.826
35 H -3.874 2.629 0.450
36 H -3.031 1.757 1.317
37 O -1.737 -1.327 -2.097
38 H -2.391 -1.531 -2.771
39 H -1.337 -0.433 -2.324
40 O -0.893 2.684 -0.815
41 H -1.593 2.601 -0.205
42 H -0.848 3.607 -1.060
43 O -0.786 0.928 -2.851
44 H 0.160 0.831 -2.977
45 H -0.919 1.632 -2.106
46 O 1.870 0.649 -2.928
47 H 2.067 -0.108 -2.322
48 H 2.272 0.349 -3.752

Computed properties:
SMILES string ... CCSSCCC=O.O.O.O.O.O.O.O.O.O.O
Relative energy (zero: lowest compared OMol25 entry of this formula, charge and spin) ... 0.000 eV
Total energy ... -49866.57087 eV
Gap between HOMO and LUMO ... 0.3276 Ha
Charge ... 0

- The highest charge belongs to which entry?
  C7H8AuN2O5

- Which formula does entry 4 have?
  C43H38F9N5O8TeTi

- What is the charge in the first record?
  +1